# 1
The following is a quantum chemistry calculation of a structure of composition C19H25N3O4 in a non-equilibrium geometry, from OMol25.

The value obtained for the total energy is -1203.5667 a.u. The calculation puts the HOMO-LUMO gap at 8.739 eV. The HOMO energy comes out at -0.3136 Eh.

```
51
Properties=species:S:1:pos:R:3:mulliken_charge:R:1
C 0.5406 0.9583 -3.3482 -0.319
H 0.3309 0.8172 -4.3924 0.446
O 0.9222 2.2336 -3.1729 -0.481
C 1.0662 2.7468 -1.9811 0.297
C -0.3452 3.4064 -1.6408 -1.447
N -0.4731 2.8495 -0.2169 0.302
C -0.9861 1.7053 0.0538 0.614
O -1.8545 0.9468 -0.8489 -0.959
C -1.2340 1.3893 1.4856 0.781
C -1.6209 0.4749 2.4024 0.736
C -1.4537 0.4017 3.8422 -1.126
C -0.9264 1.5923 4.2300 -0.485
C -0.4225 2.8804 3.3378 -0.357
C -0.5210 2.4943 2.1876 0.131
C -0.1364 3.4495 0.9304 -1.442
H -0.2667 4.4631 1.0990 0.584
H 1.1316 3.6384 0.9582 0.332
H 0.2352 3.6179 3.8572 0.374
H -0.8947 1.8042 5.4716 0.153
H -1.6694 -0.2537 4.4858 0.756
C -2.1334 -0.9780 1.9151 0.155
O -1.8427 -2.0216 2.8330 -0.795
N -2.5396 -1.1851 0.8302 0.009
C -2.4942 -2.4742 0.2273 -1.841
H -3.5072 -2.4761 -0.7967 0.239
C -1.3129 -2.9345 -0.0858 -0.514
H -0.6695 -2.8296 0.7100 0.651
H -1.4369 -4.0985 -0.4331 0.178
C -0.3498 -2.0958 -1.1640 -0.294
N 0.9859 -2.0458 -0.8632 0.476
C 1.5256 -1.1824 -0.2785 0.288
O 1.0616 -0.0096 -0.1117 -0.616
C 3.0313 -1.5727 -0.0548 -0.769
H 3.1816 -1.7166 0.8598 0.573
C 3.1986 -2.7520 -1.0552 -1.565
H 3.4868 -2.6412 -1.8394 0.833
H 3.6728 -3.5383 -0.6622 0.392
C 1.9425 -3.3018 -0.9589 -0.415
H 1.5083 -4.0827 -0.3132 0.449
H 1.5925 -3.9015 -2.0495 0.261
H 3.8670 -0.6520 -0.2451 0.215
H -0.4313 -2.5453 -2.1128 0.586
H -0.7192 -1.0604 -1.1305 -0.140
H -3.0721 -2.9765 0.7787 0.856
H -2.4855 -0.4198 0.0195 0.416
H -0.3202 4.4821 -1.4416 0.285
H -1.0116 3.0213 -2.1278 0.788
H 1.8814 3.6688 -1.9506 0.210
H 1.2903 1.8171 -1.3037 0.074
H 1.2358 0.0583 -2.9988 0.017
H -0.5579 0.8278 -2.9366 0.110
```

# 2
The following is a quantum chemistry calculation of the molecule C19H25N3O4S in a non-equilibrium geometry, from OMol25.

The value obtained for the total energy is -1602.4223 a.u. The calculation puts the HOMO-LUMO gap at 7.839 eV. The HOMO energy comes out at -0.2909 Eh.

```
52
Properties=species:S:1:pos:R:3:mulliken_charge:R:1
C 4.4988 3.6898 -2.9014 -1.157
C 5.0985 2.3177 -2.6157 -0.285
C 4.1371 1.1748 -2.9509 -0.814
N 2.9608 1.1903 -2.1126 -0.121
C 2.7566 0.3011 -1.1302 0.453
O 3.5153 -0.6250 -0.8851 -0.868
C 1.4961 0.5263 -0.3811 0.167
O 0.6211 1.4033 -0.9225 -0.376
N -0.4818 1.4753 -0.1457 -0.509
C -0.3104 0.6742 0.8723 -0.051
C -1.3497 0.4571 1.8987 -1.137
S -2.3195 -1.0553 1.5171 -0.170
C -3.6225 -0.4952 0.4506 0.752
C -4.7275 -1.3291 0.3387 -0.759
C -5.7732 -0.9600 -0.4877 -0.471
C -5.7269 0.2252 -1.1942 -0.597
C -4.6127 1.0574 -1.0853 -0.054
O -4.6428 2.1986 -1.8269 -0.413
C -3.5422 3.0741 -1.7603 -0.685
C -3.5546 0.6943 -0.2595 0.069
C 0.9645 0.0230 0.7867 1.071
C 1.5060 -0.8715 1.8515 0.580
O 1.0392 -0.8450 2.9783 -0.718
N 2.5118 -1.6669 1.4699 0.006
C 3.1346 -2.6074 2.3707 -0.945
C 3.0944 -4.0234 1.7976 -0.155
C 3.7613 -5.0185 2.7377 -1.262
H 3.6440 3.8872 -2.2585 0.305
H 5.2379 4.4662 -2.7217 0.354
H 4.1774 3.7587 -3.9386 0.298
H 6.0018 2.1839 -3.2126 0.335
H 5.3782 2.2479 -1.5631 0.259
H 3.8240 1.2438 -3.9968 0.358
H 4.6287 0.2138 -2.7850 0.332
H 2.2905 1.9307 -2.2509 0.291
H -0.8761 0.2331 2.8545 0.510
H -2.0350 1.2974 1.9767 0.591
H -4.7566 -2.2511 0.8974 0.395
H -6.6360 -1.6027 -0.5767 0.359
H -6.5355 0.5275 -1.8399 0.432
H -3.4073 3.4741 -0.7503 0.317
H -3.7756 3.8901 -2.4426 0.248
H -2.6163 2.5857 -2.0786 0.249
H -2.6797 1.3176 -0.1878 0.256
H 2.9261 -1.5548 0.5471 0.262
H 4.1746 -2.3086 2.5461 0.312
H 2.5899 -2.5604 3.3168 0.429
H 2.0541 -4.3102 1.6334 0.264
H 3.6026 -4.0298 0.8306 0.286
H 3.2564 -5.0290 3.7007 0.325
H 3.7244 -6.0210 2.3189 0.363
H 4.8034 -4.7517 2.8997 0.317
```

# 3
The following is a quantum chemistry calculation of a structure of composition C19H25N3O5 in a non-equilibrium geometry, from OMol25.

The value obtained for the total energy is -1278.8357 a.u. The calculation puts the HOMO-LUMO gap at 8.985 eV. The HOMO energy comes out at -0.3066 Eh.

```
52
Properties=species:S:1:pos:R:3:mulliken_charge:R:1
C -7.7593 1.6203 -0.4740 -1.147
C -6.3669 1.3863 -1.3475 -0.545
H -6.5234 0.7403 -2.1606 0.457
H -6.1478 2.2996 -1.8367 0.385
O -5.4008 0.8402 -0.6834 -0.268
C -5.4167 -0.4300 -0.1024 -0.559
O -4.9284 -0.5848 1.2892 -0.249
C -5.6562 0.1386 2.0258 0.223
C -4.9957 -0.1006 3.3822 -1.660
H -3.9209 0.2899 3.4592 0.290
H -4.8804 -0.9934 3.6608 0.578
H -5.6369 0.3950 4.1828 0.355
H -6.6104 -0.5312 2.0259 0.200
H -5.7308 1.2807 2.0015 0.167
C -4.4283 -1.1213 -1.2299 -1.339
N -3.1846 -0.5373 -0.9419 -0.001
C -1.9577 -1.3380 -0.7481 0.273
O -1.9174 -2.4415 -0.6216 -0.543
C -0.6694 -0.1460 -0.7358 0.506
O -0.8980 1.0029 -0.6652 -0.656
N 0.2823 -0.9910 -0.5263 0.024
C 1.5374 -0.4989 -0.1039 0.649
C 2.5979 -1.4871 -0.0073 -0.670
C 3.8799 -1.2452 0.2940 0.522
C 4.2728 0.2177 -0.1430 -0.273
C 3.4344 1.0908 -0.1199 0.417
C 2.0330 0.5715 -0.2917 -0.210
H 1.3109 1.6744 -0.4853 0.015
C 4.0270 2.3233 0.0186 -0.549
H 4.0645 2.8716 -0.9601 0.249
H 3.7984 3.1412 0.6559 0.455
C 5.5231 1.8963 0.0171 0.147
O 6.5675 2.6618 0.2427 -0.684
N 5.5253 0.4323 0.2294 0.139
C 6.6258 -0.3933 0.4937 -0.604
C 6.4177 -1.4709 -0.1431 -1.309
H 7.2304 -2.3475 -0.1499 0.282
H 6.3100 -1.5045 -0.9942 0.855
C 5.0411 -2.2368 0.3355 -1.054
H 4.7310 -3.0807 -0.1190 0.554
H 5.2266 -2.5996 1.5431 0.240
H 7.4245 0.2105 0.3288 0.577
H 6.6945 -0.5083 1.6004 0.258
H 2.2348 -2.7747 -0.0328 0.003
H 0.0263 -1.9245 -0.4648 0.248
H -2.9094 0.4430 -1.0472 0.265
H -4.7445 -1.1781 -2.0755 0.746
H -4.1875 -2.2907 -0.7416 0.252
H -6.3474 -0.7006 -0.3074 0.946
H -8.7163 2.0442 -1.1807 0.282
H -7.6202 2.4095 0.1714 0.330
H -8.1280 0.7415 -0.1454 0.431
```

# 4
The following is a quantum chemistry calculation of the molecule C19H25N3O5S2 in a non-equilibrium geometry, from OMol25.

The value obtained for the total energy is -2075.7985 a.u. The calculation puts the HOMO-LUMO gap at 7.702 eV. The HOMO energy comes out at -0.3074 Eh.

```
54
Properties=species:S:1:pos:R:3:mulliken_charge:R:1
C -4.8598 1.1061 -0.4673 -0.742
O -3.5238 1.1847 -0.8897 -0.209
C -3.0440 2.5117 -0.9437 -0.544
C -1.6616 2.5061 -1.5872 -0.896
N -0.6545 1.9666 -0.7063 0.156
C 0.4777 2.6424 -0.4076 -0.020
O 0.7124 3.7531 -0.8357 -0.706
C 1.4564 1.8491 0.4467 1.139
C 2.4630 2.7574 1.1544 -1.149
C 3.5006 1.9087 1.8863 -0.436
C 4.1951 0.9635 0.9072 -0.993
N 3.2418 0.1384 0.1884 0.282
S 2.6401 -1.1525 1.0734 1.682
O 1.5198 -0.7910 1.9028 -0.721
O 3.7534 -1.7972 1.7002 -0.829
C 2.0432 -2.1669 -0.2377 -0.127
C 2.8308 -2.8211 -1.2204 0.193
C 4.3034 -2.7694 -1.3351 -1.214
N 2.0586 -3.4851 -2.0386 -0.839
O 0.7703 -3.3024 -1.6421 -0.181
C 0.7419 -2.5102 -0.5556 0.232
C -0.4781 -2.1518 0.0911 -0.262
C -1.6956 -2.5712 -0.3074 -0.483
C -2.9100 -2.2584 0.3664 0.764
C -4.1664 -2.7422 0.0794 -0.562
C -5.1515 -2.2837 0.9674 -0.784
C -4.6457 -1.4503 1.9204 -0.348
S -2.9594 -1.2067 1.7531 -0.065
C 2.2212 0.9001 -0.4922 -1.434
H -5.5164 1.6933 -1.1214 0.361
H -5.1446 0.0574 -0.5167 0.155
H -4.9754 1.4690 0.5616 0.320
H -2.9936 2.9416 0.0678 0.314
H -3.7240 3.1300 -1.5489 0.440
H -1.7106 1.9116 -2.5061 0.311
H -1.3521 3.5257 -1.8271 0.430
H -0.8350 1.0580 -0.3097 0.041
H 0.9192 1.2482 1.1851 0.304
H 1.9397 3.4066 1.8579 0.441
H 2.9471 3.3942 0.4106 0.285
H 4.2434 2.5472 2.3662 0.452
H 3.0064 1.3114 2.6555 0.322
H 4.8632 0.2777 1.4293 0.433
H 4.7669 1.5302 0.1652 0.412
H 4.7424 -2.9094 -0.3497 0.335
H 4.6510 -3.5331 -2.0242 0.415
H 4.6050 -1.7879 -1.6981 0.248
H -0.3512 -1.5339 0.9692 0.557
H -1.7827 -3.2064 -1.1793 0.475
H -4.3609 -3.4115 -0.7394 0.451
H -6.1894 -2.5588 0.9075 0.398
H -5.1743 -0.9614 2.7149 0.471
H 1.5374 0.1880 -0.9610 0.431
H 2.7090 1.4845 -1.2798 0.291
```